Formula: C4H5NO
Source: OMol25
Level of theory: wB97M-V/def2-TZVPD

The value obtained for the HOMO-LUMO gap is 8.50 eV. The SMILES is C=CC(O)=C=N. The value obtained for the lowest unoccupied orbital energy is 0.599 eV. The HOMO energy is -7.8981 eV. As for the max |F|: 0.0132 hartree/bohr. The calculation puts the molar mass at 83.1 g mol⁻¹. The value obtained for the energy above the lowest of the compared OMol25 structures with the same formula, charge and spin is 2.3017 eV.

ORCA input file:
```
! wB97M-V def2-TZVPD RIJCOSX def2/J DEFGRID3
* xyz 0 1
C 2.075 0.203 -0.079
C 0.908 -0.242 0.373
C -0.365 0.091 -0.242
O -0.329 0.922 -1.349
C -1.488 -0.340 0.291
N -2.481 -0.948 0.652
H 2.126 0.846 -0.941
H 3.002 -0.063 0.397
H 0.841 -0.889 1.236
H -1.212 0.996 -1.725
H -3.077 -0.576 1.386
*
```


Formula: C8H11NO
Source: OMol25
Level of theory: wB97M-V/def2-TZVPD

The value obtained for the HOMO-LUMO gap is 9.07 eV. The SMILES is C=CC(=O)N/C(C=C)=C\C. The value obtained for the lowest unoccupied orbital energy is 0.397 eV. The HOMO energy is -8.6764 eV. As for the max |F|: 0.0665 hartree/bohr. The calculation puts the molar mass at 137.2 g mol⁻¹. The value obtained for the energy above the lowest of the compared OMol25 structures with the same formula, charge and spin is 2.8337 eV.

ORCA input file:
```
! wB97M-V def2-TZVPD RIJCOSX def2/J DEFGRID3
* xyz 0 1
C 2.945 1.027 1.340
C 1.771 0.786 0.707
C 1.841 -0.122 -0.429
O 2.818 -0.563 -0.979
N 0.651 -0.560 -0.882
C -0.695 -0.115 -0.589
C -0.855 1.310 -0.420
C -1.783 1.945 0.297
C -1.658 -0.949 -0.242
C -1.601 -2.405 -0.297
H 3.785 0.582 0.785
H 3.041 1.767 2.181
H 0.766 1.090 0.938
H 0.668 -1.247 -1.596
H -0.269 1.927 -1.054
H -1.860 3.017 0.234
H -2.507 1.487 0.823
H -2.585 -0.559 -0.011
H -1.427 -2.762 0.762
H -0.607 -2.642 -0.793
H -2.438 -3.014 -0.777
*
```


Formula: C22H31N3P2STl
Source: OMol25
Level of theory: wB97M-V/def2-TZVPD

The value obtained for the HOMO-LUMO gap is 3.95 eV. The value obtained for the lowest unoccupied orbital energy is -3.323 eV. The HOMO energy is -7.2732 eV. As for the max |F|: 0.0946 hartree/bohr. The calculation puts the molar mass at 635.9 g mol⁻¹. The value obtained for the energy above the lowest of the compared OMol25 structures with the same formula, charge and spin is 2.8204 eV.

ORCA input file:
```
! wB97M-V def2-TZVPD RIJCOSX def2/J DEFGRID3
* xyz 1 1
C -1.889 2.946 -3.420
C -1.590 1.616 -3.183
C -0.218 1.215 -3.171
C 0.815 2.179 -3.143
C 0.475 3.520 -3.341
C -0.857 3.896 -3.523
C 2.202 1.737 -2.794
C 2.419 0.255 -2.901
C 1.296 -0.596 -2.993
C 1.435 -2.012 -2.848
C 2.706 -2.551 -2.770
C 3.833 -1.713 -2.753
C 3.684 -0.328 -2.790
H -2.934 3.248 -3.502
H 1.268 4.270 -3.341
H -1.108 4.937 -3.722
H 2.956 2.300 -3.357
H 2.819 -3.634 -2.691
H 4.827 -2.158 -2.693
H 4.554 0.327 -2.715
N 0.030 -0.115 -3.080
Tl 2.854 1.981 0.481
C -2.608 0.543 -2.848
H -2.629 -0.233 -3.629
H -3.613 0.971 -2.742
C 0.154 -2.806 -2.676
H -0.492 -2.696 -3.559
H 0.368 -3.871 -2.516
P -2.231 -0.353 -1.279
P -0.856 -2.255 -1.239
C 0.343 -2.083 0.112
H -0.130 -1.764 1.049
H 0.825 -3.058 0.267
H 1.112 -1.346 -0.152
C -1.898 -3.654 -0.761
H -1.272 -4.557 -0.746
H -2.318 -3.488 0.239
H -2.715 -3.787 -1.484
C -1.568 0.907 -0.152
H -2.334 1.682 -0.006
H -1.292 0.491 0.826
H -0.677 1.377 -0.587
C -3.831 -0.832 -0.576
H -3.714 -1.020 0.500
H -4.535 -0.001 -0.724
H -4.225 -1.735 -1.060
H 2.403 2.061 -1.664
H 4.138 2.371 -0.704
S 1.359 0.865 2.114
C 1.091 1.806 3.530
N 2.003 2.158 4.469
C 1.398 2.705 5.673
C -0.084 2.764 5.318
N -0.120 2.208 3.974
H 2.969 1.845 4.416
H 1.797 3.700 5.883
H 1.586 2.055 6.534
H -0.455 3.793 5.309
H -0.696 2.166 6.001
H -0.974 2.002 3.467
*
```


Formula: C5H14
Source: OMol25
Level of theory: wB97M-V/def2-TZVPD

The value obtained for the HOMO-LUMO gap is 12.56 eV. The SMILES is CCC.CC. The value obtained for the lowest unoccupied orbital energy is 1.151 eV. The HOMO energy is -11.4062 eV. As for the max |F|: 0.0460 hartree/bohr. The calculation puts the molar mass at 74.2 g mol⁻¹. The value obtained for the energy above the lowest of the compared OMol25 structures with the same formula, charge and spin is 0.6284 eV.

ORCA input file:
```
! wB97M-V def2-TZVPD RIJCOSX def2/J DEFGRID3
* xyz 0 1
C 1.111 0.080 -0.374
C 1.334 -1.385 0.089
C 2.271 -2.167 -0.834
H 1.782 0.328 -1.209
H 1.332 0.895 0.298
H 0.103 0.178 -0.769
H 1.615 -1.382 1.137
H 0.352 -1.843 -0.039
H 1.753 -2.384 -1.754
H 3.127 -1.565 -1.155
H 2.579 -3.097 -0.358
C -2.143 2.169 0.043
C -2.459 1.113 1.095
H -1.203 2.682 0.307
H -1.889 1.801 -0.956
H -2.810 3.023 -0.081
H -3.539 1.007 1.044
H -2.207 1.513 2.087
H -1.860 0.214 1.101
*
```